Record 1
Formula: C51H126N6O13
Source: the Open Molecules 2025 dataset
Level of theory: ωB97M-V/def2-TZVPD

```
! RIJCOSX wB97M-V def2-TZVPD def2/J DEFGRID3
* xyz 0 1
C 0.072 1.362 -1.659
C 1.219 0.753 -0.827
C 0.895 0.600 0.644
C 0.110 -0.686 1.017
C 0.847 -1.838 0.513
C 1.092 -1.844 -0.988
N 1.736 -0.561 -1.378
O 2.226 -0.448 -2.705
C 2.060 -2.991 -1.126
C -0.200 -2.132 -1.803
C 2.466 1.760 -0.968
H -0.251 2.309 -1.226
H -0.810 0.722 -1.648
H 0.216 1.509 -2.730
H 1.803 0.741 1.230
H 0.345 1.449 1.049
H -0.869 -0.733 0.539
H -0.102 -0.757 2.083
H 0.340 -2.787 0.693
H 1.702 -1.790 1.188
H 2.963 -2.787 -0.550
H 1.656 -3.955 -0.817
H 2.420 -3.130 -2.146
H -0.037 -2.252 -2.874
H -0.693 -3.079 -1.584
H -0.936 -1.346 -1.634
H 2.363 2.697 -0.420
H 2.774 1.933 -1.999
H 3.324 1.281 -0.497
H 3.113 -0.814 -2.683
C -5.428 4.197 1.646
C -6.827 4.254 1.068
C -7.703 5.121 2.068
C -7.661 6.670 1.944
C -7.804 7.067 0.456
C -6.806 6.383 -0.492
N -6.828 4.911 -0.260
O -6.206 4.222 -1.273
C -7.281 6.688 -1.945
C -5.455 7.027 -0.244
C -7.433 2.844 0.946
H -5.213 3.426 2.386
H -5.093 5.204 1.895
H -4.767 3.859 0.847
H -8.729 4.761 1.999
H -7.430 4.852 3.088
H -6.769 7.163 2.329
H -8.471 7.169 2.475
H -7.562 8.129 0.446
H -8.813 6.802 0.141
H -7.411 7.764 -2.062
H -6.691 6.266 -2.758
H -8.277 6.307 -2.169
H -5.099 6.932 0.782
H -4.688 6.629 -0.909
H -5.366 8.106 -0.368
H -8.487 2.845 1.224
H -6.988 2.100 1.607
H -7.347 2.371 -0.032
H -5.291 4.292 -0.988
C -5.235 5.765 10.256
C -4.526 4.542 10.858
C -5.475 3.330 10.556
C -4.810 1.931 10.639
C -3.515 1.888 9.860
C -2.507 3.061 10.163
N -3.237 4.353 10.162
O -2.414 5.392 10.321
C -1.701 2.756 11.439
C -1.555 3.074 8.934
C -4.469 4.697 12.377
H -4.610 6.651 10.369
H -6.233 5.895 10.676
H -5.355 5.676 9.176
H -6.376 3.297 11.169
H -5.898 3.526 9.571
H -5.498 1.184 10.241
H -4.676 1.661 11.686
H -3.737 1.875 8.793
H -3.137 0.890 10.082
H -1.082 3.627 11.658
H -2.401 2.660 12.269
H -1.147 1.817 11.423
H -2.085 3.465 8.065
H -0.688 3.727 9.027
H -1.147 2.082 8.745
H -3.539 5.240 12.541
H -4.456 3.737 12.892
H -5.262 5.280 12.846
H -2.397 5.843 9.474
C -1.773 4.112 -9.389
C -1.021 3.420 -10.518
C 0.353 2.934 -10.003
C 0.293 1.664 -9.168
C -0.405 0.527 -9.969
C -1.833 0.951 -10.563
N -1.829 2.338 -11.106
O -2.975 2.747 -11.794
C -2.364 -0.027 -11.627
C -2.825 0.908 -9.400
C -0.747 4.475 -11.639
H -1.888 3.571 -8.449
H -2.813 4.330 -9.629
H -1.344 5.073 -9.105
H 0.987 2.760 -10.873
H 0.724 3.737 -9.366
H -0.304 1.942 -8.299
H 1.266 1.334 -8.803
H -0.527 -0.335 -9.314
H 0.308 0.345 -10.773
H -2.092 -1.031 -11.301
H -3.433 0.142 -11.762
H -1.917 0.074 -12.616
H -2.846 -0.040 -8.862
H -2.709 1.621 -8.584
H -3.868 1.087 -9.660
H -0.160 5.275 -11.186
H -1.602 4.957 -12.115
H -0.213 4.107 -12.515
H -3.542 3.036 -11.076
C 0.787 -6.092 8.064
C -0.080 -6.395 6.840
C -0.021 -7.850 6.366
O -0.644 -8.001 5.120
C -1.154 -9.308 4.903
N -1.373 -6.013 7.165
H 0.741 -5.048 8.377
H 1.811 -6.445 7.947
H 0.267 -6.648 8.843
H 0.111 -5.682 6.038
H -0.374 -8.473 7.188
H 1.031 -8.109 6.253
H -1.509 -9.246 3.875
H -1.895 -9.625 5.637
H -0.307 -9.982 4.771
H -1.913 -6.115 6.317
H -1.747 -6.735 7.764
C 9.167 0.442 1.937
C 8.958 -0.393 0.705
C 10.264 -1.163 0.243
O 9.999 -2.214 -0.640
C 11.104 -3.001 -1.197
N 7.934 -1.322 1.107
H 8.290 1.068 2.097
H 9.951 1.191 1.827
H 9.368 -0.064 2.882
H 8.573 0.279 -0.062
H 10.698 -1.726 1.069
H 11.047 -0.474 -0.076
H 12.051 -2.479 -1.335
H 10.881 -3.378 -2.195
H 11.272 -3.933 -0.658
H 7.044 -0.990 0.762
H 8.156 -2.066 0.461
C 7.905 -1.550 -6.041
O 7.366 -1.675 -4.726
H 8.568 -0.690 -6.142
H 8.370 -2.459 -6.423
H 7.146 -1.244 -6.761
H 8.022 -1.829 -4.043
C 6.543 -9.812 -2.219
O 7.930 -9.783 -2.118
H 6.252 -9.840 -3.268
H 6.216 -10.731 -1.732
H 6.084 -8.956 -1.725
H 8.285 -10.565 -2.547
C 5.181 -1.158 6.872
O 5.519 -2.320 6.153
H 4.978 -1.392 7.917
H 6.084 -0.548 6.899
H 4.301 -0.635 6.497
H 5.739 -2.071 5.252
C 6.683 8.246 -0.655
O 6.524 9.364 0.169
H 5.734 7.977 -1.119
H 7.235 8.585 -1.531
H 7.109 7.490 0.004
H 6.320 8.974 1.022
C 0.773 -11.594 -2.886
O -0.394 -12.297 -3.262
H 0.701 -11.047 -1.946
H 1.665 -12.219 -2.852
H 0.914 -10.861 -3.681
H -0.965 -11.624 -3.640
C -3.628 -7.658 -6.537
O -2.926 -8.853 -6.682
H -2.955 -6.819 -6.360
H -4.240 -7.466 -7.418
H -4.209 -7.827 -5.631
H -2.349 -8.752 -7.443
C 3.404 -5.245 -7.680
O 3.845 -6.526 -8.057
H 2.529 -5.303 -7.032
H 4.039 -4.676 -7.001
H 3.097 -4.735 -8.593
H 4.469 -6.395 -8.775
*
```

* energy relative to the best compared isomer or geometry (same formula, charge and spin): 91.4 kcal per mole
* E_HOMO: -0.2930 hartree
* Kohn-Sham gap: 8.100 eV


Record 2
Formula: C51H130BeN9O16
Source: the Open Molecules 2025 dataset
Level of theory: ωB97M-V/def2-TZVPD

```
! RIJCOSX wB97M-V def2-TZVPD def2/J DEFGRID3
* xyz 1 1
Be -4.038 1.685 2.665
C -2.268 -1.505 -0.314
C -1.402 -0.463 0.430
C -0.349 0.254 -0.467
O -2.162 0.508 1.229
H -2.931 -2.060 0.351
H -1.483 -2.112 -0.765
H -2.898 -1.056 -1.082
H -0.985 -0.993 1.286
H 0.255 0.984 0.072
H -0.785 0.659 -1.381
H 0.418 -0.490 -0.684
C 0.787 -4.416 -1.019
O 0.924 -4.378 -2.401
C 1.903 -5.318 -2.886
C 2.070 -5.249 -4.403
N 2.452 -6.478 -5.030
C 3.691 -7.085 -4.587
C 4.976 -6.381 -4.822
O 5.278 -6.534 -6.173
C 6.248 -5.691 -6.649
H 0.071 -5.210 -0.807
H 0.263 -3.529 -0.662
H 1.570 -4.822 -0.380
H 1.500 -6.295 -2.621
H 2.906 -5.147 -2.494
H 2.744 -4.468 -4.757
H 1.075 -4.930 -4.713
H 1.687 -7.108 -5.226
H 3.596 -8.057 -5.071
H 3.666 -7.254 -3.510
H 5.843 -6.933 -4.460
H 4.898 -5.345 -4.490
H 6.167 -4.651 -6.332
H 6.247 -5.631 -7.737
H 7.260 -5.991 -6.378
C 10.141 -0.620 -3.858
O 9.948 0.712 -3.588
C 8.781 1.361 -4.017
C 7.693 1.078 -2.971
N 6.553 0.300 -3.528
C 6.696 -1.032 -3.137
C 5.295 -1.640 -3.337
O 4.306 -0.860 -2.784
C 2.999 -1.489 -2.847
H 9.885 -0.803 -4.901
H 9.580 -1.184 -3.112
H 11.150 -1.034 -3.844
H 8.376 1.077 -4.989
H 9.042 2.414 -3.908
H 7.321 2.097 -2.862
H 8.110 0.611 -2.078
H 5.611 0.564 -3.274
H 7.056 -1.145 -2.115
H 7.467 -1.537 -3.720
H 5.235 -2.669 -2.981
H 5.016 -1.907 -4.356
H 2.907 -2.227 -2.050
H 2.677 -1.740 -3.857
H 2.350 -0.681 -2.509
C -4.460 2.283 -0.966
O -4.778 1.504 0.268
C -5.825 0.637 0.144
C -5.909 -0.403 1.294
N -6.099 0.200 2.635
C -6.020 -0.768 3.699
C -4.669 -1.551 3.861
O -3.695 -0.569 3.981
C -2.469 -1.006 4.477
H -3.711 3.039 -0.732
H -5.334 2.797 -1.365
H -3.928 1.671 -1.695
H -5.738 0.029 -0.757
H -6.740 1.208 -0.011
H -4.899 -0.815 1.284
H -6.604 -1.187 0.994
H -7.048 0.543 2.667
H -6.854 -1.453 3.542
H -6.263 -0.372 4.685
H -4.517 -2.137 2.954
H -4.628 -2.313 4.639
H -2.161 -2.021 4.224
H -2.656 -1.221 5.530
H -1.604 -0.350 4.381
C -6.034 -2.847 -1.707
O -6.519 -3.478 -0.512
C -5.762 -4.691 -0.174
C -6.481 -5.454 0.880
N -6.448 -4.633 2.113
C -7.060 -5.410 3.168
C -7.324 -4.569 4.386
O -8.560 -3.854 4.240
C -9.039 -3.000 5.333
H -6.477 -1.852 -1.663
H -6.536 -3.395 -2.505
H -4.954 -2.872 -1.852
H -4.755 -4.423 0.147
H -5.659 -5.268 -1.093
H -5.923 -6.381 1.012
H -7.503 -5.762 0.657
H -7.098 -3.860 2.097
H -6.380 -6.258 3.250
H -8.000 -5.840 2.825
H -6.509 -3.869 4.570
H -7.452 -5.308 5.177
H -9.630 -3.522 6.085
H -9.754 -2.301 4.899
H -8.259 -2.405 5.807
C 1.500 0.231 12.718
O 1.679 -0.205 11.357
C 1.684 0.882 10.530
C 1.723 0.595 9.052
N 0.728 -0.377 8.622
C 0.586 -0.691 7.243
C 0.636 0.393 6.260
O 0.786 -0.298 5.046
C 0.857 0.425 3.812
H 1.112 -0.525 13.401
H 0.904 1.143 12.687
H 2.492 0.500 13.078
H 2.597 1.419 10.787
H 0.777 1.458 10.715
H 2.581 -0.032 8.809
H 1.732 1.510 8.460
H 1.037 -1.219 9.086
H -0.323 -1.272 7.083
H 1.391 -1.404 7.068
H 1.553 0.983 6.281
H -0.331 0.893 6.308
H -0.093 0.872 3.519
H 1.138 -0.317 3.064
H 1.630 1.187 3.709
C -3.665 3.220 -4.445
O -2.794 2.168 -3.898
C -1.714 1.647 -4.700
C -0.899 2.614 -5.651
N 0.294 2.020 -6.232
C 1.493 1.819 -5.367
C 2.806 1.486 -6.184
O 2.819 0.304 -6.807
C 3.977 -0.014 -7.585
H -4.308 3.541 -3.626
H -4.134 2.856 -5.359
H -3.236 4.167 -4.772
H -2.184 0.938 -5.382
H -1.054 1.021 -4.100
H -0.749 3.606 -5.224
H -1.517 2.675 -6.547
H 0.224 1.124 -6.693
H 1.394 0.981 -4.677
H 1.769 2.710 -4.803
H 3.692 1.581 -5.557
H 2.999 2.226 -6.961
H 4.921 -0.055 -7.042
H 4.091 0.500 -8.540
H 3.952 -1.100 -7.668
C -5.838 6.138 1.989
C -5.021 4.836 1.894
C -3.612 4.921 2.547
O -2.793 3.798 2.282
C -1.483 3.777 2.720
N -5.748 3.745 2.468
H -5.816 6.236 3.075
H -6.862 6.049 1.624
H -5.204 6.919 1.568
H -4.922 4.807 0.809
H -3.716 4.901 3.632
H -3.066 5.834 2.314
H -1.392 4.016 3.780
H -0.740 4.366 2.182
H -1.194 2.726 2.696
H -5.853 3.843 3.468
H -6.678 3.736 2.075
C 0.016 3.818 -2.264
C -0.621 4.508 -1.070
C -1.785 5.399 -1.521
O -1.351 6.536 -2.303
C -0.463 7.386 -1.699
N -1.154 3.417 -0.310
H -0.338 4.369 -3.135
H -0.359 2.807 -2.421
H 1.082 3.934 -2.457
H 0.054 5.004 -0.372
H -2.289 5.729 -0.612
H -2.443 4.688 -2.021
H -0.772 7.684 -0.697
H -0.126 8.267 -2.245
H 0.398 6.791 -1.394
H -1.365 3.400 0.678
H -0.590 2.591 -0.449
C 8.195 3.288 -0.171
C 6.906 2.932 0.600
C 6.147 1.843 -0.111
O 4.799 1.809 0.476
C 3.804 1.618 -0.525
N 7.372 2.757 1.879
H 9.093 3.654 0.326
H 8.100 4.030 -0.963
H 8.512 2.363 -0.653
H 6.275 3.818 0.665
H 6.693 0.901 -0.051
H 6.096 2.143 -1.158
H 2.866 1.335 -0.047
H 4.031 0.763 -1.162
H 3.534 2.524 -1.068
H 6.564 2.549 2.448
H 7.846 1.866 1.825
*
```

* energy relative to the best compared isomer or geometry (same formula, charge and spin): 65.5 kcal per mole
* E_HOMO: -0.3495 hartree
* Kohn-Sham gap: 4.837 eV